A structure of composition C19H40CaP2, computed with the ωB97M-V functional and the def2-TZVPD basis.

The geometry in XYZ format:
```
62
Properties=species:S:1:pos:R:3:forces:R:3
P 2.8658 4.0285 -0.6457 0.5 -0.7 -1.7
P 0.4903 3.6499 -3.2447 1.4 1.0 -1.5
C 2.8145 4.9409 -2.2569 0.3 1.0 0.6
C 1.4611 5.2089 -2.8957 -0.2 0.0 0.0
H 3.5397 4.4511 -2.9311 -0.4 0.1 0.2
H 3.2598 5.9160 -1.9886 -0.1 -0.1 -0.5
H 0.8573 5.8963 -2.2744 0.3 -0.2 -0.2
H 1.6602 5.6875 -3.8724 -0.4 0.0 0.4
C 1.5095 3.3551 -4.8058 -0.2 -0.5 0.2
H 1.1049 2.4942 -5.3602 0.3 0.2 0.1
H 2.5632 3.1704 -4.5314 -0.6 -0.1 -0.1
H 1.4727 4.2568 -5.4471 -0.2 -0.4 0.4
C -0.9823 4.3680 -4.0390 -0.2 0.1 -0.4
H -0.6720 4.9206 -4.9375 -0.3 0.0 0.3
H -1.5190 5.0436 -3.3549 0.0 -0.2 -0.2
H -1.6302 3.5333 -4.3439 0.0 0.4 0.0
C 4.6238 4.4071 -0.3801 0.4 1.0 0.6
H 5.0289 4.1596 0.6023 -0.2 -0.2 0.0
H 4.7642 5.4832 -0.5314 0.1 0.0 0.1
H 5.2474 3.9087 -1.1352 -0.4 0.0 0.2
C 1.7211 4.9332 0.4316 0.3 1.1 0.5
H 0.7833 5.1408 -0.1222 0.5 -0.2 0.2
H 2.1643 5.9145 0.6993 -0.4 -0.3 0.0
H 1.4717 4.3880 1.3602 0.1 0.1 -0.6
Ca -1.0186 2.8869 -0.8979 -0.6 -2.9 2.0
C 2.8029 0.7691 -3.3513 2.8 -1.1 -1.2
C 4.1556 1.0324 -3.3338 -1.8 0.2 0.0
C 4.7735 1.3556 -2.0174 0.6 0.1 -0.4
C 4.4905 0.3880 -0.8901 0.4 -1.2 0.2
C 3.9470 1.1095 0.2548 -1.8 1.3 1.0
C 2.8570 1.9672 -0.0035 -1.0 -3.8 1.5
C 1.7156 1.3095 -0.8758 -0.7 0.5 -0.4
C 1.8992 0.4317 -2.1889 -0.7 0.6 0.1
C -0.6533 1.7567 1.3764 0.4 0.2 0.5
H 2.3600 0.4117 -4.3121 0.4 0.7 0.6
H 4.8123 1.2343 -4.2032 -0.9 -0.5 0.1
H 4.3273 2.3217 -1.8092 0.2 0.1 0.4
H 5.8548 1.5014 -2.0418 0.0 0.2 -0.4
H 3.7875 -0.4063 -1.2011 0.7 0.0 0.0
H 5.4101 -0.0876 -0.5236 -0.1 -0.2 -0.6
H 4.0818 0.6530 1.2506 0.4 1.2 -0.3
H 2.4101 2.3706 0.9312 0.0 -0.6 -0.4
H 1.0360 2.1762 -1.1377 1.0 -0.7 0.0
H 1.0666 0.6318 -0.2554 0.8 0.8 -0.1
H 2.0879 -0.6142 -1.8322 -0.4 0.8 -0.6
H 0.9245 0.4685 -2.7542 0.3 -0.4 1.3
H -1.4706 2.0509 2.0627 0.2 0.0 0.1
H 0.2475 1.5589 2.0187 -0.5 0.5 -0.3
H -0.9861 0.7647 0.9863 0.5 1.0 0.1
C -1.2047 -1.9009 0.0386 0.3 0.1 0.1
C -2.3537 -0.9451 -0.2881 -0.4 -0.4 -0.4
C -3.2992 -0.8989 0.9207 0.1 0.1 0.2
C -1.9554 0.3784 -0.9171 0.3 1.7 -0.6
H -0.4956 -1.4831 0.7613 -0.1 0.1 0.0
H -0.6232 -2.1581 -0.8511 -0.1 0.0 -0.1
H -1.5966 -2.8316 0.4731 0.1 0.1 -0.1
H -2.9129 -1.4348 -1.0954 -0.2 -0.5 0.2
H -2.7647 -0.6503 1.8549 -0.1 0.0 -0.4
H -4.1189 -0.1770 0.8066 0.2 -0.1 -0.1
H -3.7360 -1.9038 1.0423 0.0 0.3 0.1
H -2.8658 0.9140 -1.2504 -0.2 -0.4 -0.5
H -1.2893 0.1939 -1.7758 -0.3 -0.1 -0.4
```
Forces are in eV/Å.

Calculated values
HOMO level: -5.15 eV
Relative energy (zero: lowest compared OMol25 entry of this formula, charge and spin): 566.12 kJ/mol
E_LUMO: -0.69 eV


A cluster of 2 separate species, C6H5NO in total, computed with the ωB97M-V functional and the def2-TZVPD basis.

The geometry in XYZ format:
```
13
Properties=species:S:1:pos:R:3:forces:R:3
C -2.5347 -3.8833 -2.2170 -0.1 -0.1 0.0
C 1.5706 -0.9473 -0.6271 -0.3 0.1 -1.8
C 0.9323 0.5035 -0.7116 0.1 -0.7 1.8
C -0.6392 -1.0680 0.4994 -0.8 0.4 0.6
C -0.4869 -0.0958 -0.6380 3.0 -1.8 1.5
C 0.2179 -1.4968 -0.6249 -1.6 0.3 0.0
N -1.8882 -2.9225 -2.3407 0.3 0.3 0.2
O 2.6541 -1.3753 -0.8116 0.8 0.1 0.4
H 1.4017 1.0899 0.1219 -0.9 0.1 -0.8
H 0.9648 0.8840 -1.7211 0.9 0.4 -0.1
H -0.1326 -0.6563 1.3379 0.3 -0.3 1.2
H -1.5728 -1.6167 0.7878 0.9 0.7 -0.9
H -1.1206 0.2926 -1.3112 -2.8 0.7 -2.0
```
Forces are in eV/Å.

Calculated values
HOMO level (alpha / beta): -10.21 / -8.64 eV
Relative energy (zero: lowest compared OMol25 entry of this formula, charge and spin): 711.85 kJ/mol
E_LUMO (alpha / beta): -1.44 / -4.36 eV


A structure of composition C12H19O7PRh, computed with the ωB97M-V functional and the def2-TZVPD basis.

The geometry in XYZ format:
```
40
Properties=species:S:1:pos:R:3:forces:R:3
Rh 0.0306 0.0923 -1.5456 -0.1 0.3 -0.7
O 0.2249 3.2150 -1.2196 -0.3 -4.1 -0.8
C 0.1479 2.0816 -1.4023 0.2 4.0 1.0
C -0.0193 -1.8866 -1.6880 -0.3 -4.5 0.3
O -0.0456 -3.0397 -1.6460 0.1 4.4 -0.3
C 1.9868 0.0646 -1.7376 5.0 -0.2 0.4
O 3.1398 0.0493 -1.7369 -4.3 0.1 -0.3
C -1.9008 0.2457 -1.7669 -4.3 0.2 0.3
O -3.0455 0.3569 -1.7840 3.8 -0.3 -0.2
C 0.1063 0.8375 -6.7025 0.2 3.9 0.0
H -0.8002 1.4518 -6.6988 0.2 -0.2 0.0
H 1.0670 1.3623 -6.6786 -0.3 -0.1 0.0
C 0.0423 -0.5058 -6.7599 -0.2 -3.9 -0.4
H 0.9488 -1.1196 -6.7845 -0.2 0.2 0.0
H -0.9183 -1.0296 -6.8051 0.3 0.1 0.0
C -3.2689 -1.1839 2.5198 -0.5 -0.1 -0.2
C -2.8354 -0.7635 1.1359 -0.5 1.2 0.7
O -1.6420 -1.4202 0.7005 1.9 1.4 0.5
P -0.1864 -0.3758 0.9211 0.8 -1.0 -0.2
O -0.0368 -0.9701 2.5164 0.7 0.7 0.2
C 0.0779 -0.0073 3.6085 -0.7 0.4 -0.6
C -0.3982 1.3634 3.2521 -0.3 0.4 0.2
O 1.4684 0.3472 1.0387 -3.2 -0.2 -0.1
C 2.5686 -0.4331 1.4520 0.9 -0.8 0.4
C 3.6696 0.5578 1.6320 1.1 0.3 0.0
H -3.4788 -2.2541 2.5762 0.1 0.1 0.0
H -4.1895 -0.6330 2.7463 0.1 -0.2 0.1
H -2.5180 -0.9109 3.2541 0.1 0.0 0.2
H -3.6402 -0.9081 0.4229 0.0 -0.5 -0.3
H -2.6405 0.3266 1.1527 -0.2 -0.3 -0.1
H -0.5045 -0.4381 4.4073 -0.1 -0.5 0.5
H 1.1214 0.0506 3.9772 0.1 -0.7 -0.4
H -1.4541 1.3511 2.9656 0.0 0.1 0.1
H -0.3093 2.0048 4.1324 0.0 -0.1 0.0
H 0.2014 1.8164 2.4671 0.1 0.1 0.0
H 2.7854 -1.1632 0.6744 0.2 -0.3 0.0
H 2.3804 -0.9686 2.3898 -0.1 0.1 -0.2
H 3.3935 1.3057 2.3816 0.1 -0.1 -0.1
H 4.6055 0.0541 1.9461 -0.5 0.3 -0.1
H 3.8657 1.0767 0.6852 0.1 0.0 0.3
```
Forces are in eV/Å.

Calculated values
HOMO level (alpha / beta): -17.70 / -19.39 eV
E_LUMO (alpha / beta): -10.56 / -14.75 eV
Net charge: +3
Multiplicity: 5


A structure of composition C35H22Br2IrN4O9P, computed with the ωB97M-V functional and the def2-TZVPD basis.

The geometry in XYZ format:
```
74
Properties=species:S:1:pos:R:3:forces:R:3
Ir 1.1964 0.5031 0.0070 0.1 -0.8 0.3
O 3.6253 -0.7252 -1.2905 0.2 0.0 0.3
N 2.3312 -1.0434 -0.9636 0.1 -0.1 -0.1
C 1.9670 -2.0459 -1.6670 -0.2 0.0 -0.1
C 0.6936 -2.7487 -1.7258 0.1 0.0 0.1
C 0.6534 -3.8122 -2.6281 0.0 0.0 0.0
C -0.4660 -4.6158 -2.7317 0.0 0.0 0.0
C -1.5597 -4.3771 -1.9129 0.0 0.0 0.0
C -1.5347 -3.3183 -1.0186 0.0 0.0 -0.1
C -0.4197 -2.4898 -0.9302 -0.1 0.1 -0.1
P -0.5067 -1.1586 0.2886 0.2 0.1 0.0
C -2.2082 -0.5766 0.1191 -0.1 -0.1 0.1
C -3.2750 -0.9115 0.9547 0.1 0.0 0.0
C -4.5588 -0.4903 0.6414 0.0 0.0 0.0
C -4.7963 0.2430 -0.5110 0.0 0.0 0.0
C -3.7482 0.5355 -1.3713 0.1 0.0 0.0
C -2.4647 0.1238 -1.0576 0.0 0.0 0.0
C -0.2093 -2.1086 1.8145 0.0 -0.1 0.0
C -0.9733 -2.0689 2.9816 0.0 -0.1 0.0
C -0.6284 -2.8515 4.0734 0.0 0.0 0.0
C 0.4908 -3.6677 4.0234 0.0 0.0 0.0
C 1.2672 -3.7029 2.8741 0.0 0.0 0.0
C 0.9167 -2.9351 1.7770 0.0 0.0 0.0
H 3.8424 0.0575 -0.7373 -0.1 0.0 -0.1
H 2.7358 -2.4277 -2.3310 0.0 0.0 0.0
H 1.5133 -4.0000 -3.2582 0.0 0.0 0.0
H -0.4824 -5.4292 -3.4437 0.0 0.0 0.0
H -2.4362 -5.0078 -1.9714 0.0 0.0 0.0
H -2.3986 -3.1321 -0.3947 0.0 0.0 0.0
H -3.1366 -1.5248 1.8303 0.0 0.0 -0.1
H -5.3778 -0.7487 1.2990 0.0 0.0 0.0
H -5.8002 0.5675 -0.7496 0.0 0.0 0.0
H -3.9297 1.0744 -2.2916 0.0 0.0 0.0
H -1.6632 0.3107 -1.7547 0.0 0.0 -0.1
H -1.8283 -1.4155 3.0685 0.1 0.0 0.0
H -1.2373 -2.8154 4.9669 0.0 0.0 0.0
H 0.7581 -4.2734 4.8788 0.0 0.0 0.0
H 2.1434 -4.3352 2.8269 0.0 0.0 0.0
H 1.5281 -2.9865 0.8849 0.0 0.0 0.0
O -0.1808 4.0659 0.2094 -0.1 0.0 0.0
C -0.2111 2.9972 -0.3243 0.0 0.1 0.1
O -0.1166 1.8536 0.4207 0.1 0.5 -0.1
C -0.4839 2.7802 -1.7686 -0.1 -0.1 0.0
C -1.4225 3.5799 -2.4068 0.0 0.0 0.0
C -1.7764 3.2939 -3.7084 0.0 -0.1 -0.1
C -1.2223 2.2292 -4.4074 0.0 0.1 0.0
C -0.2988 1.4557 -3.7529 0.0 0.0 -0.2
C 0.1118 1.7073 -2.4428 0.3 0.2 0.3
O 1.0812 0.9708 -1.9273 -0.4 -0.5 -0.3
N 0.2654 0.2721 -4.4163 0.1 0.0 0.0
O 1.0380 0.4425 -5.3279 -0.1 0.0 0.0
O -0.0960 -0.8067 -3.9779 0.0 0.0 0.0
N -2.7942 4.1219 -4.3767 0.0 0.0 0.0
O -3.0443 3.8626 -5.5351 0.0 0.0 0.0
O -3.3165 4.9963 -3.7192 0.0 0.0 0.0
H -1.8791 4.4109 -1.8875 0.0 0.0 0.0
H -1.5189 2.0221 -5.4263 0.0 0.0 0.0
Br 5.4713 3.1569 -0.1216 0.1 0.0 -0.1
C 4.3838 2.8017 1.3546 0.1 0.0 0.2
C 4.6230 3.4457 2.5901 -0.1 -0.1 -0.1
C 3.8223 3.1934 3.6665 0.0 0.0 -0.1
Br 4.1510 4.0942 5.2844 0.0 0.0 0.1
C 2.7317 2.2837 3.5682 0.1 0.1 0.2
C 1.7957 2.0260 4.5883 -0.1 0.0 0.0
C 0.7311 1.2115 4.3191 0.1 0.0 0.0
C 0.6106 0.6224 3.0563 0.0 0.0 0.0
N 1.5069 0.7570 2.1029 -0.1 0.1 0.1
C 2.5418 1.6324 2.3412 -0.1 0.0 -0.1
C 3.3572 1.9070 1.2353 0.1 -0.4 -0.1
O 3.0675 1.2251 0.1153 -0.3 0.9 -0.2
H 5.4391 4.1496 2.6662 0.0 0.0 0.0
H 1.9028 2.5066 5.5508 0.0 0.0 0.0
H -0.0364 1.0251 5.0560 0.0 0.0 0.0
H -0.2577 0.0355 2.8322 0.0 0.1 0.0
```
Forces are in eV/Å.

Calculated values
HOMO level (alpha / beta): -11.21 / -11.14 eV
Relative energy (zero: lowest compared OMol25 entry of this formula, charge and spin): 212.03 kJ/mol
E_LUMO (alpha / beta): -3.77 / -5.62 eV
Net charge: +1
Multiplicity: 2